# 1
Below is F3NOS in the gas phase, with properties calculated with the ωB97M-V functional and the def2-TZVPD basis.

Properties
Total charge: 0
HOMO (alpha / beta) in eV: -9.98 / -9.97
Spin multiplicity: 1
Frontier orbital gap (alpha / beta) in eV: 9.066 / 9.064
LUMO energy (alpha / beta) in eV: -0.91 / -0.91

Last columns: bonded neighbours and bond lengths (Å).
Positions of all 6 atoms, in Å:
1 N 0.931 -0.143 -0.394  F3 1.315, F4 1.348, S6 2.144
2 O -1.453 1.221 -0.068  S6 1.415
3 F 1.454 1.034 -0.128  N1 1.315
4 F 1.540 -0.960 0.489  N1 1.348
5 F -1.468 -1.165 -0.417  S6 1.574
6 S -1.004 0.013 0.518  N1 2.144, O2 1.415, F5 1.574

---

# 2
Below is C3H6N2OS in the gas phase, with properties calculated with the ωB97M-V functional and the def2-TZVPD basis.

Properties
Total charge: 0
HOMO in eV: -9.52
Spin multiplicity: 1
Frontier orbital gap in eV: 9.824
SMILES: [H]/N=C(/N)C(=O)CS
LUMO energy in eV: 0.31

Last columns: bonded neighbours and bond lengths (Å).
Positions of all 13 atoms, in Å:
1 H 0.756 1.964 0.152  N2 1.030
2 N 1.568 1.344 0.019  H1 1.030, C3 1.251
3 C 1.218 0.147 -0.073  N2 1.251, N4 1.314, C5 1.571
4 N 2.044 -0.868 -0.198  C3 1.314, H9 1.010, H10 0.986
5 C -0.263 -0.370 0.015  C3 1.571, O6 1.212, C7 1.482
6 O -0.385 -1.575 0.052  C5 1.212
7 C -1.365 0.620 -0.035  C5 1.482, S8 1.847, H11 1.081, H12 1.090
8 S -3.078 -0.064 -0.115  C7 1.847, H13 1.329
9 H 3.047 -0.779 -0.116  N4 1.010
10 H 1.675 -1.767 -0.030  N4 0.986
11 H -1.322 1.248 -0.913  C7 1.081
12 H -1.102 1.319 0.760  C7 1.090
13 H -2.793 -1.218 0.481  S8 1.329

---

# 3
Below is 10 unconnected molecules or ions with the total composition C40H110N10O10, with properties calculated with the ωB97M-V functional and the def2-TZVPD basis.

Properties
Total charge: 0
HOMO in eV: -8.84
Spin multiplicity: 1
Frontier orbital gap in eV: 9.075
SMILES: COC[C@H](C)N.COC[C@H](C)N.COC[C@H](C)N.COC[C@H](C)N.COC[C@H](C)N.COC[C@H](C)N.COC[C@H](C)N.COC[C@H](C)N.COC[C@H](C)N.COC[C@H](C)N
LUMO energy in eV: 0.24

Last columns: bonded neighbours and bond lengths (Å).
Positions of all 170 atoms, in Å:
1 C 11.163 9.232 12.419  O2 1.422, H7 1.090, H8 1.090, H9 1.090
2 O 10.413 9.671 11.293  C1 1.422, C3 1.430
3 C 9.490 8.731 10.734  O2 1.430, C4 1.569, H10 1.090, H11 1.090
4 C 8.932 9.468 9.465  C3 1.569, C5 1.575, N6 1.528, H12 1.090
5 C 7.569 10.164 9.834  C4 1.575, H13 1.090, H14 1.090, H15 1.090
6 N 8.864 8.595 8.213  C4 1.528, H16 1.010, H17 1.010
7 H 11.952 9.966 12.581  C1 1.090
8 H 11.612 8.250 12.271  C1 1.090
9 H 10.621 9.305 13.362  C1 1.090
10 H 9.872 7.744 10.474  C3 1.090
11 H 8.673 8.492 11.415  C3 1.090
12 H 9.639 10.288 9.338  C4 1.090
13 H 7.221 10.795 9.017  C5 1.090
14 H 7.555 10.911 10.628  C5 1.090
15 H 6.808 9.384 9.841  C5 1.090
16 H 8.221 8.904 7.498  N6 1.010
17 H 9.800 8.448 7.862  N6 1.010
18 C 17.670 9.300 14.126  O19 1.402, H24 1.090, H25 1.090, H26 1.090
19 O 17.964 9.536 12.776  C18 1.402, C20 1.409
20 C 19.120 8.877 12.313  O19 1.409, C21 1.560, H27 1.090, H28 1.090
21 C 19.240 8.751 10.763  C20 1.560, C22 1.565, N23 1.474, H29 1.090
22 C 20.448 7.957 10.161  C21 1.565, H30 1.090, H31 1.090, H32 1.090
23 N 19.244 10.099 10.168  C21 1.474, H33 1.010, H34 1.010
24 H 18.509 9.282 14.822  C18 1.090
25 H 17.009 8.439 14.223  C18 1.090
26 H 17.112 10.183 14.438  C18 1.090
27 H 19.983 9.347 12.785  C20 1.090
28 H 19.016 7.903 12.791  C20 1.090
29 H 18.359 8.221 10.400  C21 1.090
30 H 20.283 6.886 10.272  C22 1.090
31 H 21.369 8.212 10.685  C22 1.090
32 H 20.555 7.988 9.077  C22 1.090
33 H 18.264 10.341 10.207  N23 1.010
34 H 19.215 9.835 9.194  N23 1.010
35 C 15.572 16.561 18.608  O36 1.422, H41 1.090, H42 1.090, H43 1.090
36 O 14.349 17.285 18.585  C35 1.422, C37 1.441
37 C 14.071 18.207 19.656  O36 1.441, C38 1.575, H44 1.090, H45 1.090
38 C 12.531 18.510 19.795  C37 1.575, C39 1.585, N40 1.427, H46 1.090
39 C 11.993 19.142 21.145  C38 1.585, H47 1.090, H48 1.090, H49 1.090
40 N 11.868 17.249 19.696  C38 1.427, H50 1.010, H51 1.010
41 H 16.371 17.158 18.169  C35 1.090
42 H 15.423 15.681 17.982  C35 1.090
43 H 15.960 16.306 19.594  C35 1.090
44 H 14.411 17.759 20.590  C37 1.090
45 H 14.574 19.174 19.624  C37 1.090
46 H 12.320 19.105 18.907  C38 1.090
47 H 11.923 18.500 22.023  C39 1.090
48 H 10.950 19.440 21.036  C39 1.090
49 H 12.472 20.109 21.302  C39 1.090
50 H 11.940 16.673 20.522  N40 1.010
51 H 12.409 16.746 19.008  N40 1.010
52 C 5.504 15.701 14.223  O53 1.424, H58 1.090, H59 1.090, H60 1.090
53 O 6.829 15.802 14.734  C52 1.424, C54 1.444
54 C 7.845 14.943 14.172  O53 1.444, C55 1.579, H61 1.090, H62 1.090
55 C 9.215 15.060 14.948  C54 1.579, C56 1.536, N57 1.451, H63 1.090
56 C 9.988 16.379 14.795  C55 1.536, H64 1.090, H65 1.090, H66 1.090
57 N 10.053 13.897 14.721  C55 1.451, H67 1.010, H68 1.010
58 H 4.857 16.381 14.777  C52 1.090
59 H 5.182 14.695 14.493  C52 1.090
60 H 5.540 15.890 13.150  C52 1.090
61 H 7.524 13.901 14.158  C54 1.090
62 H 8.021 15.216 13.132  C54 1.090
63 H 9.052 14.829 16.000  C55 1.090
64 H 9.511 17.149 15.401  C56 1.090
65 H 10.145 16.754 13.784  C56 1.090
66 H 11.033 16.267 15.082  C56 1.090
67 H 10.029 13.746 13.723  N57 1.010
68 H 11.017 14.148 14.886  N57 1.010
69 C 16.070 14.369 12.187  O70 1.459, H75 1.090, H76 1.090, H77 1.090
70 O 14.900 13.507 12.059  C69 1.459, C71 1.388
71 C 14.331 13.625 10.799  O70 1.388, C72 1.483, H78 1.090, H79 1.090
72 C 14.991 12.875 9.703  C71 1.483, C73 1.517, N74 1.525, H80 1.090
73 C 14.286 12.818 8.360  C72 1.517, H81 1.090, H82 1.090, H83 1.090
74 N 15.150 11.444 10.204  C72 1.525, H84 1.010, H85 1.010
75 H 16.696 14.426 11.296  C69 1.090
76 H 16.801 14.002 12.908  C69 1.090
77 H 15.632 15.320 12.492  C69 1.090
78 H 13.359 13.150 10.932  C71 1.090
79 H 14.177 14.694 10.650  C71 1.090
80 H 15.949 13.381 9.585  C72 1.090
81 H 14.155 13.867 8.094  C73 1.090
82 H 13.334 12.294 8.274  C73 1.090
83 H 14.982 12.430 7.616  C73 1.090
84 H 14.236 11.023 10.285  N74 1.010
85 H 15.589 11.404 11.112  N74 1.010
86 C 19.321 17.965 8.119  O87 1.415, H92 1.090, H93 1.090, H94 1.090
87 O 17.962 17.676 8.386  C86 1.415, C88 1.423
88 C 17.028 18.740 8.243  O87 1.423, C89 1.557, H95 1.090, H96 1.090
89 C 17.084 19.919 9.259  C88 1.557, C90 1.524, N91 1.437, H97 1.090
90 C 17.044 19.536 10.733  C89 1.524, H98 1.090, H99 1.090, H100 1.090
91 N 16.001 20.805 8.934  C89 1.437, H101 1.010, H102 1.010
92 H 19.727 18.912 8.475  C86 1.090
93 H 19.520 18.036 7.049  C86 1.090
94 H 19.868 17.154 8.600  C86 1.090
95 H 17.103 19.150 7.236  C88 1.090
96 H 16.096 18.194 8.391  C88 1.090
97 H 18.039 20.438 9.172  C89 1.090
98 H 16.933 20.425 11.353  C90 1.090
99 H 18.025 19.124 10.970  C90 1.090
100 H 16.204 18.906 11.025  C90 1.090
101 H 16.197 21.791 8.832  N91 1.010
102 H 15.678 20.547 8.013  N91 1.010
103 C 21.138 14.177 16.139  O104 1.430, H109 1.090, H110 1.090, H111 1.090
104 O 21.178 14.822 14.863  C103 1.430, C105 1.449
105 C 20.968 16.249 14.724  O104 1.449, C106 1.574, H112 1.090, H113 1.090
106 C 21.874 17.155 15.637  C105 1.574, C107 1.566, N108 1.467, H114 1.090
107 C 21.525 18.671 15.459  C106 1.566, H115 1.090, H116 1.090, H117 1.090
108 N 23.287 16.923 15.316  C106 1.467, H118 1.010, H119 1.010
109 H 20.120 13.914 16.426  C103 1.090
110 H 21.473 14.862 16.917  C103 1.090
111 H 21.464 13.138 16.198  C103 1.090
112 H 21.049 16.638 13.709  C105 1.090
113 H 19.950 16.492 15.029  C105 1.090
114 H 21.724 16.869 16.678  C106 1.090
115 H 21.348 19.129 14.486  C107 1.090
116 H 22.261 19.379 15.842  C107 1.090
117 H 20.600 18.844 16.009  C107 1.090
118 H 23.635 17.043 14.376  N108 1.010
119 H 23.606 16.008 15.598  N108 1.010
120 C 8.571 17.108 7.828  O121 1.444, H126 1.090, H127 1.090, H128 1.090
121 O 7.953 15.893 7.350  C120 1.444, C122 1.456
122 C 8.645 15.460 6.144  O121 1.456, C123 1.531, H129 1.090, H130 1.090
123 C 8.275 16.200 4.855  C122 1.531, C124 1.602, N125 1.425, H131 1.090
124 C 6.705 16.377 4.587  C123 1.602, H132 1.090, H133 1.090, H134 1.090
125 N 8.773 15.467 3.740  C123 1.425, H135 1.010, H136 1.010
126 H 9.576 17.038 8.244  C120 1.090
127 H 7.942 17.538 8.608  C120 1.090
128 H 8.540 17.878 7.058  C120 1.090
129 H 9.721 15.400 6.308  C122 1.090
130 H 8.367 14.413 6.022  C122 1.090
131 H 8.712 17.198 4.868  C123 1.090
132 H 6.275 16.692 5.538  C124 1.090
133 H 6.322 15.404 4.280  C124 1.090
134 H 6.465 17.069 3.779  C124 1.090
135 H 9.771 15.427 3.888  N125 1.010
136 H 8.633 15.977 2.880  N125 1.010
137 C 14.582 8.040 4.360  O138 1.404, H143 1.090, H144 1.090, H145 1.090
138 O 15.019 6.707 4.306  C137 1.404, C139 1.462
139 C 15.668 6.255 5.535  O138 1.462, C140 1.519, H146 1.090, H147 1.090
140 C 16.462 4.969 5.388  C139 1.519, C141 1.542, N142 1.494, H148 1.090
141 C 17.274 4.963 4.077  C140 1.542, H149 1.090, H150 1.090, H151 1.090
142 N 15.705 3.686 5.507  C140 1.494, H152 1.010, H153 1.010
143 H 15.333 8.812 4.525  C137 1.090
144 H 13.749 8.024 5.063  C137 1.090
145 H 14.069 8.333 3.443  C137 1.090
146 H 16.435 7.018 5.669  C139 1.090
147 H 14.891 6.274 6.299  C139 1.090
148 H 17.269 4.912 6.118  C140 1.090
149 H 16.570 5.207 3.282  C141 1.090
150 H 17.693 3.990 3.822  C141 1.090
151 H 17.982 5.791 4.030  C141 1.090
152 H 14.856 3.813 6.040  N142 1.010
153 H 15.293 3.585 4.591  N142 1.010
154 C 17.345 16.057 -2.078  O155 1.436, H160 1.090, H161 1.090, H162 1.090
155 O 16.363 16.735 -1.280  C154 1.436, C156 1.410
156 C 15.891 15.945 -0.212  O155 1.410, C157 1.503, H163 1.090, H164 1.090
157 C 16.891 15.798 0.902  C156 1.503, C158 1.564, N159 1.383, H165 1.090
158 C 16.141 15.239 2.155  C157 1.564, H166 1.090, H167 1.090, H168 1.090
159 N 17.465 16.978 1.338  C157 1.383, H169 1.010, H170 1.010
160 H 17.201 16.024 -3.158  C154 1.090
161 H 17.392 15.006 -1.793  C154 1.090
162 H 18.377 16.398 -1.993  C154 1.090
163 H 14.981 16.418 0.155  C156 1.090
164 H 15.534 15.006 -0.635  C156 1.090
165 H 17.734 15.150 0.666  C157 1.090
166 H 16.791 14.904 2.964  C158 1.090
167 H 15.467 14.399 1.980  C158 1.090
168 H 15.409 15.972 2.493  C158 1.090
169 H 18.438 16.902 1.078  N159 1.010
170 H 17.203 17.612 0.596  N159 1.010

---

Relative energy (zero: lowest compared OMol25 entry of this formula, charge and spin), respectively: 1.5; 32.5; 181.8 kcal/mol.
Max |F|, respectively: 3.55; 2.32; 4.46 eV/Å.
Calculated total energy, respectively: -827.60031; -700.83739; -2889.52152 Ha.